(1)
Here is a structure of composition C31H35AuClIN2O4PS2 from the Open Molecules 2025 dataset. Energies are from ωB97M-V/def2-TZVPD.

Structure (XYZ):
```
78
Properties=species:S:1:pos:R:3:forces:R:3:lowdin_charge:R:1
Au 0.70512 0.37366 -0.39273 -0.035 -0.655 0.108 0.9572
I -1.18272 2.28489 -4.93379 -0.014 -0.033 0.052 0.8748
Cl 1.82553 6.92904 -3.66933 -0.003 -0.002 0.008 0.6438
S 3.63847 0.14663 -0.33358 -0.069 0.042 0.098 0.1073
S 2.56490 0.28623 1.41629 -0.035 -0.071 0.154 0.3274
P -1.25487 0.70074 0.67205 0.106 0.021 0.130 0.9977
O 4.54957 -0.96445 -0.29153 -0.080 -0.057 -0.014 -0.3668
O 4.21668 1.42815 -0.65678 0.094 0.038 0.019 -0.3842
O 2.47680 -0.15971 -1.30676 0.062 0.146 0.038 -0.5324
O 0.06065 1.52437 -2.12666 -0.166 0.041 -0.174 -0.2517
N 1.60491 2.95409 -0.38537 0.200 0.166 -0.188 0.0494
N 0.11817 -1.79877 0.03541 -0.096 0.173 0.063 -0.0125
C -1.02377 -2.01173 0.69690 0.015 0.030 -0.017 -0.3158
C 3.18059 -4.58666 -0.66598 0.001 0.001 0.010 -0.2738
C -1.84725 -0.92471 1.08890 0.004 -0.039 -0.013 -0.2874
C -1.52793 -3.31516 1.00019 -0.036 0.039 -0.079 -0.0290
C 1.27258 3.51801 -1.56087 0.029 0.051 -0.001 -0.1424
C 1.08606 -2.79575 -0.15674 -0.017 0.051 -0.129 -0.2391
C -2.46055 1.50186 -0.45493 0.008 0.011 -0.041 -0.4991
C 1.73056 4.80073 -1.93587 0.005 0.026 0.019 -0.1718
C 2.60284 5.45479 -1.03787 0.001 -0.009 0.002 -0.0284
C 1.72564 -3.44233 0.91171 -0.017 -0.062 0.006 -0.2033
C 2.51301 -3.95911 -1.70956 -0.006 -0.002 0.013 -0.0123
C -3.10269 -1.14050 1.67954 0.038 0.015 0.031 -0.0829
C -2.81172 0.50020 -1.55845 0.031 0.014 -0.019 -0.1156
C -0.70590 3.18255 1.80756 -0.037 0.017 -0.073 -0.1003
C -3.58146 -2.40226 1.94532 0.032 -0.062 -0.021 -0.2975
C 1.33295 -3.19668 2.34219 0.088 0.044 0.011 -0.0444
C 2.76067 -4.32692 0.63023 -0.026 -0.031 -0.021 -0.0149
C 2.96061 4.83901 0.12709 -0.023 -0.024 -0.011 -0.0344
C 0.46514 4.62657 -3.98250 0.013 -0.030 0.029 -0.1969
C -2.02063 1.57998 3.27084 -0.018 0.009 -0.017 -0.1041
C 0.03787 3.33989 -3.61321 0.009 0.020 -0.026 -0.6441
C 2.42535 3.56992 0.42093 0.160 0.114 -0.032 -0.1717
C -2.75117 -3.48448 1.58716 -0.050 0.034 0.022 -0.0464
C -3.73564 2.04541 0.19122 0.011 0.022 0.012 -0.0956
C 4.32205 -5.52931 -0.93732 0.000 -0.007 -0.001 -0.0609
C 1.47127 -3.07517 -1.47791 0.030 0.035 -0.031 -0.2040
C 0.76986 -2.39949 -2.62142 -0.014 -0.020 0.012 -0.0453
C 1.29551 5.33899 -3.17154 0.011 -0.016 0.011 -0.6198
C -0.96610 1.72098 2.17433 0.022 0.001 0.013 -0.5078
C -4.91524 -2.63152 2.60286 -0.010 0.000 0.004 -0.0705
C 0.42736 2.72275 -2.42764 -0.012 -0.059 -0.098 -0.4333
H 4.93935 -5.16696 -1.76021 0.002 0.000 0.000 0.0742
H 1.96130 -3.78898 3.00848 0.024 0.024 -0.002 0.0739
H -2.15031 0.54394 3.57940 0.018 -0.009 0.009 0.0681
H -0.31300 -2.43029 -2.48934 -0.011 -0.011 -0.014 0.0749
H -1.69946 2.15783 4.14050 -0.005 -0.005 0.001 0.0807
H -3.39862 1.00666 -2.32607 -0.016 0.004 -0.021 0.0711
H -0.92414 -4.17164 0.72815 -0.034 0.002 -0.030 0.1152
H -2.99070 1.97027 2.95677 0.016 -0.012 0.023 0.0633
H -1.62847 3.69592 1.53316 -0.055 0.007 0.000 0.0707
H -4.36739 1.24185 0.57062 0.010 -0.023 0.012 0.0673
H 3.96066 -6.52557 -1.20744 0.003 0.000 -0.004 0.0731
H 1.06042 -1.34837 -2.68707 -0.023 -0.051 -0.042 0.0539
H 0.00146 3.27388 0.98220 -0.211 -0.047 0.194 0.0393
H -5.52441 -3.34004 2.03651 -0.003 0.004 -0.002 0.0717
H 1.02535 -2.88304 -3.56503 0.001 0.010 -0.006 0.0742
H 2.82377 -4.14692 -2.73278 -0.002 -0.001 0.000 0.1148
H -5.47696 -1.69926 2.67840 0.000 0.000 0.005 0.0680
H 0.29161 -3.46014 2.53752 0.087 0.002 0.033 0.0598
H -4.80763 -3.03441 3.61374 0.005 -0.001 -0.002 0.0728
H -3.09823 -4.49531 1.78100 -0.002 0.000 -0.001 0.1112
H 2.98780 6.43221 -1.29513 -0.001 0.007 0.004 0.0841
H -3.54523 2.74823 1.00061 0.021 0.016 -0.013 0.0507
H -1.92080 0.09855 -2.03886 0.027 0.004 -0.005 0.0558
H -3.39941 -0.32453 -1.14994 -0.001 0.007 -0.011 0.0771
H 0.14164 5.04689 -4.92477 -0.002 0.004 0.004 0.0837
H -1.90094 2.32874 -0.90121 0.002 -0.011 0.014 0.1003
H 1.46304 -2.14492 2.59559 -0.016 0.095 -0.008 0.0413
H 2.68897 3.04081 1.33064 -0.018 0.018 -0.015 0.0697
H -3.71402 -0.28840 1.95473 -0.003 0.016 -0.005 0.0906
H 4.95950 -5.63369 -0.05894 0.001 -0.002 0.001 0.0696
H -4.30888 2.57106 -0.57568 -0.007 0.000 0.005 0.0837
H -0.28250 3.70187 2.66935 -0.006 0.007 0.024 0.0859
H 3.64667 5.30772 0.81994 -0.001 -0.006 -0.003 0.1026
H -0.02682 1.29672 2.54371 -0.006 -0.029 -0.003 0.0801
H 3.27330 -4.80539 1.45906 0.002 -0.003 0.002 0.1095
```
Forces are in eV/Å.

Results
* frontier orbital gap: 5.81 eV
* E_LUMO: 1.3 eV
* E: -3644.1752 Eh
* net charge: -1
* energy above the lowest of the compared OMol25 structures with the same formula, charge and spin: 2.96 kcal/mol

(2)
Here is a structure of composition C31H35BiN3P2S2 from the Open Molecules 2025 dataset. Energies are from ωB97M-V/def2-TZVPD.

Structure (XYZ):
```
74
Properties=species:S:1:pos:R:3:forces:R:3:lowdin_charge:R:1
Bi 0.89894 -0.83270 -1.46696 0.070 -0.135 -0.103 1.3366
S 2.71847 0.32889 -0.00521 0.072 -0.059 0.068 0.2407
S 0.06543 1.44774 -2.71266 -0.140 0.099 -0.040 0.2056
P -1.07685 1.42522 -1.01461 -0.315 0.109 -0.458 0.4032
P 0.99331 0.85449 1.02094 0.076 -0.107 0.415 0.4415
N -0.21861 -3.39255 -2.28451 -0.051 -0.043 0.062 -0.1345
N 1.52646 -3.04472 -0.01482 -0.146 0.268 0.180 -0.1408
N 2.66862 -2.86304 -2.67546 -0.046 0.066 0.013 -0.1367
C 0.28721 -3.82751 0.10571 0.081 -0.064 0.032 -0.2126
C -4.00924 -1.12923 -2.24694 -0.086 0.076 -0.005 -0.0741
C 0.38386 4.40212 2.88083 0.098 0.024 -0.031 -0.0678
C -5.07346 0.99316 -1.91128 0.045 0.032 0.013 -0.0622
C 1.31072 5.23938 2.26818 -0.018 -0.039 0.031 -0.0620
C -2.70727 0.76488 -1.48899 -0.043 -0.027 0.012 -0.3295
C 2.72029 -3.82582 -0.38587 -0.013 -0.046 0.091 -0.1867
C -3.85534 1.54461 -1.52480 -0.041 0.103 -0.078 -0.0664
C -0.83372 4.19805 -1.08840 0.010 0.042 0.030 -0.0887
C 1.13456 2.57841 1.50112 0.047 0.129 0.076 -0.3621
C -1.38984 3.10081 -0.44449 -0.149 0.056 0.179 -0.3676
C -2.80315 -0.57536 -1.86494 0.051 -0.055 0.063 -0.1140
C -1.12963 5.48196 -0.64535 -0.016 -0.031 0.028 -0.0609
C 1.89936 0.29998 3.60473 0.164 -0.049 0.027 -0.0760
C -1.97931 5.66759 0.43383 -0.039 -0.054 -0.004 -0.0662
C 2.05869 3.41965 0.88839 -0.055 0.055 -0.013 -0.0950
C 2.14539 4.75070 1.27560 -0.013 -0.062 0.002 -0.0637
C 1.97892 -3.97198 -3.33973 0.120 -0.073 0.030 -0.2057
C 1.05235 -0.08141 2.56916 0.001 -0.036 0.006 -0.3573
C 3.51421 -3.22866 -1.54126 0.086 -0.004 0.012 -0.2224
C -2.23535 3.29146 0.65197 -0.052 -0.020 -0.020 -0.1163
C 0.29607 -1.24416 2.69190 -0.136 0.074 0.079 -0.1159
C 0.29651 3.07521 2.50153 0.074 -0.042 0.039 -0.0936
C -0.16443 -4.41080 -1.22490 -0.037 -0.077 -0.061 -0.1955
C -5.15536 -0.33965 -2.26781 0.021 -0.057 -0.015 -0.0699
C 0.40901 -2.03744 3.82405 0.071 0.047 0.092 -0.0698
C -0.37495 0.36019 0.12874 0.402 -0.303 -0.254 -0.7278
C 2.00575 -0.48941 4.74155 0.018 0.085 -0.065 -0.0620
C -2.53299 4.57012 1.08608 0.008 0.036 -0.091 -0.0755
C 0.48926 -3.72885 -3.52948 -0.051 0.017 -0.044 -0.2112
C 1.27106 -1.66131 4.84773 -0.062 -0.057 -0.038 -0.0676
H 2.66372 -0.18528 5.54458 -0.003 -0.007 0.005 0.1113
H -1.92457 -1.21004 -1.85895 0.045 0.018 0.044 0.0409
H -0.69498 6.33621 -1.14686 0.005 0.000 -0.008 0.1115
H -0.42285 2.42393 2.98475 0.017 -0.022 -0.002 0.1205
H 2.41325 -4.84627 -0.62113 0.001 0.024 -0.045 0.1077
H -2.21218 6.66886 0.77201 0.001 0.007 -0.001 0.1110
H 2.48504 1.20851 3.52528 -0.010 -0.004 -0.008 0.1151
H 3.39149 -3.91421 0.47108 0.010 0.003 -0.005 0.1302
H 3.21208 -2.33276 -3.34367 0.026 -0.043 -0.007 0.1150
H -0.16654 4.05108 -1.92814 -0.016 -0.010 -0.016 0.0713
H 2.70150 3.03872 0.10624 0.022 -0.009 0.005 0.0713
H 1.38119 6.27604 2.57062 -0.001 0.005 0.001 0.1117
H 0.49531 -5.22708 -1.52398 0.001 0.048 -0.025 0.1060
H -0.48829 -3.15865 0.48247 -0.017 0.057 -0.003 0.1015
H 0.34791 -2.89106 -4.21753 -0.006 0.005 0.009 0.1183
H -1.18727 -3.21584 -2.51922 -0.001 0.009 -0.033 0.0948
H 0.39196 -4.64168 0.83408 -0.001 -0.007 -0.020 0.1285
H -4.06600 -2.17180 -2.53359 0.005 0.002 0.003 0.1039
H -3.19209 4.71421 1.93197 -0.006 0.002 0.004 0.1126
H -0.19278 -2.93184 3.92337 0.002 0.000 -0.011 0.1080
H -1.14309 -4.87305 -1.07529 -0.007 0.020 0.005 0.1278
H 2.13899 -4.88542 -2.76373 -0.005 0.012 -0.016 0.1046
H 4.29812 -3.95155 -1.80511 -0.003 0.004 -0.040 0.1249
H -0.42712 -1.48227 1.92306 0.008 -0.002 -0.073 0.0724
H 2.41301 -4.17576 -4.32208 -0.030 0.022 -0.017 0.1276
H 1.35637 -2.27242 5.73663 -0.005 -0.004 -0.004 0.1097
H 2.86513 5.40314 0.79992 0.008 -0.001 -0.002 0.1111
H 0.06107 -4.61559 -4.01369 -0.001 -0.010 -0.001 0.1244
H -2.66151 2.43627 1.16536 -0.001 -0.016 -0.029 0.1208
H -6.10343 -0.76518 -2.56865 0.004 -0.006 0.002 0.1096
H -3.81610 2.59409 -1.26767 0.023 -0.003 0.016 0.1024
H -5.95599 1.61830 -1.93511 -0.003 -0.003 0.002 0.1112
H -0.26732 4.78608 3.65475 -0.005 0.001 0.001 0.1139
H 4.02148 -2.32136 -1.20571 -0.038 0.001 0.026 0.0993
H 1.69954 -2.59634 0.88037 -0.027 0.029 -0.023 0.0797
```
Forces are in eV/Å.

Results
* frontier orbital gap: 7.77 eV
* E_LUMO: -2.7 eV
* E: -3060.0886 Eh
* net charge: +1
* energy above the lowest of the compared OMol25 structures with the same formula, charge and spin: 12.21 kcal/mol